The following is a quantum chemistry calculation of 2 unconnected molecules or ions with the total composition C4H9O2, from the OMol25 dataset.

Results
Total energy, Eh: -308.3210
LUMO, eV: 3.974
HOMO energy, eV: -3.92
ΔE to the lowest compared entry with this formula, charge and spin, eV: 0.649
Kohn-Sham gap, Eh: 0.2902

```
! RIJCOSX wB97M-V def2-TZVPD def2/J DEFGRID3
* xyz -1 1
C -2.70 -0.41 -0.77
C -1.49 0.20 -1.46
H -3.55 0.24 -1.01
H -2.91 -1.39 -1.22
H -2.62 -0.51 0.31
H -1.54 0.06 -2.54
H -1.03 1.15 -1.19
H -0.57 -0.33 -1.18
C 2.50 0.10 1.90
C 2.22 0.15 0.34
O 2.79 -0.72 -0.33
O 1.31 0.98 0.07
H 3.05 0.95 2.29
H 2.92 -0.83 2.28
H 1.62 0.37 2.51
*
```

Results of the Mulliken charge analysis, in e, for atoms 1 through 8:
1. C -0.696
2. C -0.890
3. H 0.218
4. H 0.226
5. H 0.288
6. H 0.285
7. H 0.307
8. H 0.240